# 1
Below is C21H30As3F3N3S3Sn as an isolated structure, with properties calculated with ωB97M-V/def2-TZVPD.

XYZ file:
```
64
Properties=species:S:1:pos:R:3:forces:R:3
Sn 0.585030 1.293512 -0.025663 0.11 -0.16 -0.33
F -3.516430 2.568173 -5.230423 0.09 -0.06 -0.03
C -2.323379 2.206198 -4.686963 -0.09 -0.07 -0.15
F -1.399097 2.963015 -5.296384 -0.07 -0.09 0.06
F -2.118902 0.925136 -5.066640 0.02 0.21 0.00
C -2.354483 2.355512 -3.196158 0.11 -0.04 0.17
C -3.529720 2.728483 -2.582940 0.07 0.04 0.03
C -3.591058 2.846877 -1.196603 -0.01 0.01 -0.01
C -2.460536 2.529198 -0.479783 -0.11 0.03 0.16
N -1.326616 2.140837 -1.057097 0.09 -0.10 -0.11
C -1.194072 2.076954 -2.413758 -0.30 0.02 0.09
S 0.330686 1.665661 -3.015554 0.25 -0.01 -0.22
H -4.403887 2.934091 -3.186155 0.03 0.01 0.01
H -4.492186 3.162414 -0.692550 0.00 -0.02 0.00
H -2.443417 2.564316 0.604695 0.03 -0.01 -0.03
S 0.825608 3.408296 1.374873 -0.09 0.18 0.10
C 0.091122 2.459220 2.637225 0.03 0.08 0.00
S -0.776428 1.033908 2.169488 -0.08 -0.01 0.19
C 0.229529 2.810316 3.963422 0.01 -0.05 0.00
C 0.899359 3.993960 4.376892 0.10 0.23 0.00
N 1.412796 4.956830 4.749685 0.01 -0.06 -0.04
C -0.268481 1.985947 5.009794 -0.09 -0.19 0.14
N -0.633006 1.323249 5.880592 -0.02 0.05 -0.07
C 1.433419 -3.189025 -3.572762 -0.04 0.00 0.05
As 1.024846 -2.347941 -1.832896 -0.01 0.03 0.07
C -0.860686 -1.982603 -2.226708 -0.07 0.03 -0.08
C 0.615576 -3.987460 -0.781235 0.07 0.02 0.02
C 1.725229 -4.577134 0.105808 0.01 0.04 -0.03
C 3.068318 -4.512370 -0.637876 -0.12 0.06 0.07
C 1.848663 -3.875775 1.474155 -0.03 0.02 -0.02
As 1.623238 -1.902708 1.611657 0.00 -0.27 -0.02
C 1.681373 -1.868156 3.574324 0.00 0.03 0.04
C 3.492307 -1.368968 1.319179 0.06 0.04 -0.06
C 1.435002 -6.067142 0.364795 0.01 -0.09 0.09
As -0.266717 -6.801157 1.093971 -0.05 0.08 -0.13
C -1.108430 -5.357871 2.137721 0.03 0.03 0.01
C -1.424533 -6.608280 -0.489788 -0.09 0.02 0.02
H 0.839014 -4.089281 -3.741742 -0.02 0.03 0.02
H 2.491639 -3.437657 -3.641355 0.01 -0.01 0.04
H 1.203791 -2.459750 -4.350626 0.01 0.00 0.01
H -1.377311 -2.895220 -2.531937 0.02 -0.02 0.02
H -0.925657 -1.248920 -3.030187 0.03 0.05 0.03
H -1.357708 -1.574405 -1.344845 0.06 0.00 0.02
H 0.289366 -4.740434 -1.505120 0.01 0.06 0.03
H -0.245435 -3.726143 -0.160181 -0.01 -0.01 -0.12
H 3.372984 -3.473367 -0.782466 0.07 -0.01 -0.01
H 2.983731 -4.986094 -1.619097 0.02 0.00 -0.01
H 3.850679 -5.026766 -0.075218 0.00 0.02 0.01
H 2.808094 -4.143601 1.929675 0.00 0.01 0.01
H 1.073423 -4.268468 2.134930 0.08 0.09 -0.01
H 2.502765 -2.465677 3.974754 0.02 0.00 -0.06
H 0.738673 -2.235050 3.980033 -0.01 -0.02 -0.05
H 1.792917 -0.835062 3.904530 0.00 0.00 -0.03
H 4.178386 -2.137601 1.678657 -0.02 0.00 0.03
H 3.689029 -0.441058 1.857291 -0.05 0.01 0.00
H 3.677102 -1.189422 0.259684 -0.06 -0.02 -0.01
H 2.209002 -6.455774 1.034421 -0.01 -0.01 0.00
H 1.546773 -6.620437 -0.575484 -0.02 -0.03 0.01
H -0.628709 -5.253352 3.110087 0.00 -0.01 0.00
H -2.144229 -5.654513 2.307127 0.00 -0.05 -0.02
H -1.101582 -4.394345 1.629889 -0.02 -0.04 0.01
H -0.945517 -7.061276 -1.357976 0.03 0.00 0.01
H -1.652354 -5.566077 -0.710267 0.02 -0.05 0.01
H -2.359455 -7.138755 -0.307125 0.02 -0.02 0.04
```
Positions in Å, forces in eV/Å.

Output
Frontier orbital gap (eV): 7.20
Electronic energy (Ha): -9398.36958
Relative energy (zero: lowest compared OMol25 entry of this formula, charge and spin) (kJ/mol): 36.5
Total charge: -1
LUMO energy (eV): 2.36


# 2
Below is one molecule with the formula C21H30BrN3O4S at a distorted geometry, with properties calculated with ωB97M-V/def2-TZVPD.

XYZ file:
```
60
Properties=species:S:1:pos:R:3:forces:R:3
C -4.032650 0.684906 -1.698418 0.10 -0.13 -0.11
C -3.016644 -0.180080 -2.434049 -0.28 0.11 0.29
C -2.379903 -1.167654 -1.483249 -0.12 -0.15 -0.58
O -2.830069 -1.462565 -0.401811 -0.41 0.09 -0.12
N -1.209612 -1.743894 -1.934228 0.08 0.02 0.13
C -0.813318 -1.934684 -3.326372 0.08 0.28 -0.47
C -0.145010 -3.325003 -3.372785 -0.12 -0.07 -0.06
C 0.103909 -3.627764 -1.924025 -0.11 0.27 0.32
C 0.788573 -4.662043 -1.333468 -0.05 0.11 0.17
C 0.848884 -4.690087 0.059216 0.02 -0.02 0.10
Br 1.765028 -6.116399 0.905991 -0.02 0.02 0.00
C 0.301294 -3.685374 0.835501 0.08 -0.36 -0.01
C -0.375815 -2.635433 0.232818 -0.05 0.53 0.12
S -0.763192 -1.205398 1.255883 1.06 -0.44 0.35
O -1.830387 -1.428018 2.170127 -0.16 -0.15 0.20
O -0.767548 -0.029853 0.415378 -0.04 -0.10 -0.04
N 0.661235 -1.214403 2.153862 -0.91 0.02 -0.38
C 0.539299 -0.664946 3.490773 -0.40 0.25 0.50
C 0.641964 0.860173 3.490835 0.02 -0.28 0.06
C 1.956259 1.331077 2.841631 0.19 0.17 -0.05
C 1.826465 2.447039 1.792145 0.06 -0.37 0.65
O 2.693116 3.301619 1.729897 0.31 0.25 -0.12
N 0.757561 2.392357 0.982909 -0.44 -0.07 -0.26
C 0.515376 3.308186 -0.134224 0.15 0.29 -0.23
C -0.854737 2.954741 -0.711997 0.21 0.00 0.12
C 1.607619 3.112198 -1.191380 -0.10 0.05 0.19
C 0.514831 4.754094 0.366027 0.10 -0.16 -0.03
C 2.725813 0.154945 2.213554 -0.19 -0.04 0.01
C 1.824702 -0.767002 1.399463 0.62 -0.17 -0.59
C -0.514227 -2.643388 -1.141812 0.12 -0.34 0.04
H -4.491061 1.396489 -2.380467 -0.04 0.06 -0.03
H -4.805284 0.060029 -1.259666 -0.07 0.02 0.05
H -3.540887 1.224520 -0.894294 -0.01 0.09 0.10
H -2.235689 0.437873 -2.880967 0.03 -0.07 -0.09
H -3.513924 -0.735392 -3.235254 0.11 0.00 -0.06
H -0.102087 -1.151638 -3.611099 -0.07 -0.08 -0.06
H -1.678641 -1.874597 -3.985963 0.09 0.04 0.04
H -0.808868 -4.075538 -3.807691 0.01 0.03 -0.04
H 0.776311 -3.314047 -3.953624 -0.04 0.02 -0.03
H 1.264721 -5.432778 -1.919563 0.05 -0.07 -0.04
H 0.402708 -3.687372 1.908452 0.11 -0.08 0.07
H -0.436385 -0.981087 3.859898 0.19 0.02 0.23
H 1.314321 -1.112291 4.119590 -0.10 -0.02 -0.03
H -0.223409 1.255943 2.956897 -0.03 0.04 0.09
H 0.582460 1.220465 4.518713 -0.06 0.06 -0.03
H 2.610087 1.760205 3.608081 -0.13 0.03 -0.19
H 0.169597 1.567715 0.977088 0.10 0.05 0.17
H -1.040771 3.526523 -1.617738 0.00 0.08 -0.08
H -0.904639 1.892805 -0.941222 -0.04 -0.07 -0.12
H -1.636449 3.182255 0.009171 -0.13 0.01 0.08
H 2.578877 3.323416 -0.752162 0.10 0.01 -0.01
H 1.448820 3.783458 -2.031270 -0.02 0.08 -0.13
H 1.599190 2.085421 -1.553258 -0.01 -0.12 -0.08
H 1.486257 5.003280 0.781451 0.01 0.08 0.00
H 0.293378 5.430559 -0.455311 -0.07 0.08 -0.12
H -0.237955 4.882313 1.140428 -0.11 0.03 0.07
H 3.513468 0.544893 1.566380 0.03 -0.08 0.04
H 3.205936 -0.424598 3.004013 0.06 0.03 -0.01
H 1.478345 -0.253451 0.496706 0.26 -0.01 0.04
H 2.392757 -1.652718 1.084489 0.00 0.15 -0.06
```
Positions in Å, forces in eV/Å.

Output
Frontier orbital gap (eV): 8.97
Electronic energy (Ha): -4255.68149
SMILES string: CCC(=O)N1CCc2cc(Br)cc(S(=O)(=O)N3CCC(C(=O)NC(C)(C)C)CC3)c21
Relative energy (zero: lowest compared OMol25 entry of this formula, charge and spin) (kJ/mol): 13.4
LUMO energy (eV): 0.29


# 3
Below is C21H30CaCl2N5O4 as an isolated structure at a distorted geometry, with properties calculated with ωB97M-V/def2-TZVPD.

XYZ file:
```
63
Properties=species:S:1:pos:R:3:forces:R:3
Ca 0.324194 0.942768 0.421656 -2.22 -0.90 -1.98
N -1.926192 -0.985968 2.486669 0.25 -0.13 -0.20
C -2.456371 0.373284 2.621711 -0.26 0.14 0.39
C -1.381302 1.284378 3.248935 -0.72 -0.02 0.22
O -1.518736 1.709187 4.402961 -0.13 0.01 0.21
N -0.367817 1.493943 2.433566 -0.21 0.12 0.49
C 0.760218 2.196894 2.988177 -0.18 0.26 0.40
C 2.047612 1.758494 2.310412 1.13 1.13 1.26
O 3.092279 2.385712 2.553341 -0.21 0.15 0.27
O 1.999938 0.773911 1.525704 1.74 -1.17 0.72
H -0.918868 -0.905570 2.353121 -0.25 -0.16 -0.01
H -2.289616 -1.425202 1.645996 0.18 0.05 0.20
H -3.327459 0.337266 3.285157 0.13 0.20 -0.08
H -2.762350 0.812233 1.658109 0.05 -0.06 0.11
H 0.847096 2.009872 4.071522 0.09 0.10 -0.23
H 0.671312 3.288375 2.864284 0.11 -0.18 0.16
Cl 3.298188 1.959417 -1.001285 0.00 0.43 -0.30
C 4.479808 1.392631 0.180156 0.10 0.36 0.41
Cl 4.647074 -0.351763 0.074075 0.31 -0.57 0.02
H 4.098818 1.654964 1.186162 0.26 -0.05 -0.49
H 5.446747 1.841005 -0.049660 -0.21 -0.07 -0.02
O 1.137553 -0.336459 -1.261358 -0.15 -0.17 -0.55
C 1.864287 -1.426895 -1.757395 0.42 -0.86 -0.31
C 0.987923 -2.557609 -2.323634 -0.07 0.38 0.26
C -0.138395 -2.966467 -1.359282 0.13 0.09 -0.11
C 0.389492 -3.289425 0.007955 -0.31 -0.45 -0.23
C 0.602869 -4.601107 0.422264 0.06 0.09 0.05
C 1.157039 -4.821386 1.671728 0.05 0.10 0.02
C 1.481935 -3.729424 2.459388 0.00 -0.03 -0.01
C 1.206340 -2.457257 1.972437 0.21 -0.31 0.41
N 0.660603 -2.250916 0.788764 -0.10 0.52 -0.07
H 0.871587 0.256775 -1.970401 0.06 0.19 -0.28
H 2.433281 -1.818687 -0.911425 0.02 0.15 -0.17
H 2.581834 -1.106291 -2.527301 -0.10 0.03 0.22
H 1.640719 -3.412572 -2.521121 0.03 0.01 -0.07
H 0.534770 -2.247788 -3.269227 0.05 -0.02 -0.04
H -0.673132 -3.824016 -1.777159 -0.04 0.05 0.05
H -0.821976 -2.123355 -1.255753 0.03 -0.19 -0.08
H 0.335404 -5.430273 -0.218339 0.01 0.00 -0.09
H 1.342911 -5.829467 2.018978 -0.01 -0.02 0.03
H 1.934097 -3.864376 3.429091 0.02 0.06 0.11
H 1.436387 -1.564417 2.538152 0.06 0.06 0.14
C 0.145804 4.157425 0.123177 -0.21 -0.16 0.00
C -0.431781 3.566110 -1.118721 0.01 0.48 -0.15
C -1.132801 4.214915 -2.113770 0.07 0.27 0.13
C -1.456556 3.235050 -3.067186 -0.20 -0.18 -0.20
C -0.938257 2.047888 -2.593626 -0.28 0.04 -0.37
C -0.984313 0.732979 -3.312603 0.01 0.22 0.13
N -0.308810 2.239941 -1.397113 -0.01 -0.13 -0.52
H 0.232386 5.238153 0.017855 0.09 0.00 0.07
H 1.138421 3.743140 0.315181 0.14 0.13 0.15
H -0.497535 3.950805 0.981182 0.08 0.04 0.19
H -1.375843 5.263799 -2.157687 0.01 0.13 0.07
H -2.012590 3.375675 -3.980787 -0.02 -0.03 -0.12
H -1.791776 0.757534 -4.045666 0.01 -0.08 -0.04
H -1.165496 -0.087168 -2.620611 0.00 -0.16 -0.10
H -0.056820 0.542617 -3.864045 0.07 -0.16 -0.08
C -4.640620 -1.124037 -1.231146 -0.55 -0.12 -0.17
C -3.302198 -0.799949 -0.830055 0.33 0.05 0.07
N -2.225221 -0.576742 -0.520568 0.38 0.34 0.18
H -4.963190 -2.023906 -0.707613 -0.07 0.04 -0.05
H -4.655359 -1.299386 -2.306391 -0.10 0.00 0.02
H -5.307547 -0.299259 -0.986943 -0.04 -0.03 -0.02
```
Positions in Å, forces in eV/Å.

Output
Frontier orbital gap (eV): 6.12
Electronic energy (Ha): -2991.13383
Relative energy (zero: lowest compared OMol25 entry of this formula, charge and spin) (kJ/mol): 206.8
Total charge: -1
LUMO energy (eV): 2.11


# 4
Below is a 2-piece molecular cluster, C21H30Cl4F5NO6PS overall at a distorted geometry, with properties calculated with ωB97M-V/def2-TZVPD.

XYZ file:
```
69
Properties=species:S:1:pos:R:3:forces:R:3
C 4.065387 0.883426 2.939645 -0.32 0.31 -0.82
C 4.215900 0.848519 1.376003 -0.05 -1.40 1.03
C 3.747043 -0.553126 0.837462 0.30 0.62 -0.19
C 2.323160 -0.544843 0.313195 0.20 -0.46 -0.56
C 1.373649 0.141282 1.013367 0.57 -0.02 0.17
N 0.075975 0.170150 0.660144 0.29 0.51 0.67
C -0.786557 0.999334 1.547431 -0.92 0.26 -0.09
C -1.521379 2.170102 0.835756 -0.57 0.07 1.37
C -1.121864 3.514578 1.510342 0.48 -0.44 -0.88
C -1.570684 4.677911 0.610920 -0.32 -0.27 0.51
O -2.994359 4.643474 0.452958 0.39 -0.17 -0.20
C -0.372310 -0.496624 -0.415707 -1.03 -0.75 -1.17
C -1.845633 -0.496852 -0.785786 -0.33 0.59 1.26
C -2.824691 -0.924999 0.350540 0.09 0.21 -0.27
C -2.381679 -2.167639 1.152035 -0.33 0.03 -0.25
C -2.845345 -2.195034 2.613672 0.22 -0.53 0.07
F -3.826337 -3.116690 2.777502 0.12 0.07 -0.09
F -3.347243 -1.018490 3.066497 0.23 0.09 -0.27
C -1.704193 -2.590334 3.595552 -1.21 0.29 1.05
F -0.793899 -1.598782 3.678442 0.27 -0.38 -0.56
F -2.228407 -2.715128 4.819037 0.17 -0.11 -0.19
F -1.148673 -3.748145 3.259905 0.33 0.35 -0.23
C 0.540859 -1.199188 -1.216353 0.36 -0.08 0.60
S -0.011362 -2.048944 -2.729678 -0.33 -0.76 -3.29
C -0.894840 -3.530194 -2.208275 0.80 -0.10 0.94
O -0.849586 -1.176956 -3.510764 -0.89 0.65 1.44
O 1.071341 -2.500265 -3.548182 0.78 -0.30 1.13
C 1.881420 -1.234386 -0.839489 1.22 0.61 -0.29
C 2.943095 -2.029122 -1.596581 0.31 -2.56 -0.58
O 2.760452 -3.221699 -1.682031 0.21 1.22 0.81
O 4.095895 -1.493705 -2.096950 -2.42 1.11 0.56
P 3.967311 -0.113047 -3.132127 1.77 0.20 -1.99
C 4.331763 1.306419 -1.989837 -0.43 -1.00 0.60
O 2.406545 0.108809 -3.638105 0.67 0.33 1.74
H 3.510853 0.008642 3.300996 0.20 0.13 -0.03
H 5.056469 0.873848 3.398216 -0.32 0.19 0.17
H 3.480029 1.764621 3.229151 0.45 -0.05 0.26
H 5.279482 0.921062 1.128506 -0.26 0.26 -0.02
H 3.682030 1.668392 0.888882 0.11 -0.13 0.07
H 3.785755 -1.307921 1.635719 0.09 0.24 -0.10
H 4.486119 -0.867089 0.097361 -0.55 -0.18 -0.13
H 1.694833 0.682799 1.898930 -0.48 0.04 -0.13
H -1.473546 0.324272 2.065524 0.11 0.15 -0.24
H -0.179862 1.438466 2.343968 0.29 -0.36 -0.36
H -2.596223 2.040990 1.029659 0.20 -0.03 -0.35
H -1.391228 2.201033 -0.251064 0.35 0.03 0.23
H -1.529942 3.599947 2.523919 -0.14 -0.08 -0.25
H -0.024034 3.463744 1.619698 -0.21 0.54 -0.10
H -1.079009 4.563967 -0.366790 0.02 0.34 0.22
H -1.353632 5.647911 1.068672 0.24 -0.20 -0.22
H -3.179875 4.158575 -0.357753 -0.23 0.12 0.06
H -2.087940 -1.099868 -1.658729 0.57 0.23 0.02
H -2.129791 0.545987 -1.061978 0.77 -1.40 0.51
H -3.781553 -1.163886 -0.131111 0.23 0.17 0.04
H -3.030398 -0.045163 0.962448 -0.03 -0.44 0.19
H -1.299892 -2.363128 1.122322 -0.17 0.30 0.04
H -2.846664 -3.040465 0.674542 0.21 0.07 0.27
H -1.484459 -3.926755 -3.038284 -0.01 0.52 0.03
H -0.106843 -4.263961 -1.985914 -0.11 0.26 -0.05
H -1.463849 -3.378127 -1.284743 -0.16 0.08 -0.40
H 4.679940 2.179073 -2.547289 -0.36 -0.14 -0.05
H 3.516005 1.522801 -1.284649 0.12 0.33 -0.26
H 5.176766 0.951728 -1.380321 -0.13 0.12 -0.21
H 2.006946 0.755030 -3.033129 -0.47 -0.09 -0.36
C -4.413857 0.677225 -3.734509 -0.25 0.05 -0.30
Cl -6.107347 1.036450 -3.401069 0.12 -0.01 0.04
Cl -4.189159 -1.072511 -3.833516 0.02 0.07 0.09
Cl -3.928940 1.426838 -5.251011 0.03 -0.05 0.14
Cl -3.407935 1.325661 -2.407192 -0.90 0.70 -0.88
```
Positions in Å, forces in eV/Å.

Output
Frontier orbital gap (eV): 7.15
Electronic energy (Ha): -4403.75303
Total charge: +1
LUMO energy (eV): -4.60


Q: Among the records above, which one has the lowest frontier orbital gap?
A: C21H30CaCl2N5O4


Q: The highest frontier orbital gap belongs to which entry?
A: C21H30BrN3O4S